56
Properties=species:S:1:pos:R:3:mulliken_charge:R:1 method="wB97M-V/def2-TZVPD" spin_multiplicity=3 fmax_ev_per_a=0.4 total_charge=+2 total_energy_ha=-2217.3768 lumo_energy_ha="-0.27230 / -0.27386" s_squared=2.010 e_above_lowest_kcal_mol=0.0 homo_ev="-14.39 / -14.44"
Mo 1.07249 0.03025 -0.06446 1.25
N 3.22895 0.64918 0.28186 -0.33
C 3.97266 0.52344 -0.99871 -0.34
C 3.25015 -0.44341 -1.90743 0.37
O 3.69799 -1.18899 -2.69853 -0.44
O 1.85775 -0.36969 -1.71353 -0.54
H 3.35966 1.58618 0.64973 0.21
H 3.63326 0.01559 0.96722 0.30
H 4.99529 0.18236 -0.85516 0.40
H 3.99735 1.49357 -1.49675 0.31
N 0.46723 -3.45063 3.88542 -0.19
C 1.31149 -3.28028 2.65615 -0.76
C 0.87718 -1.97877 1.99467 1.09
O -0.07694 -1.36119 2.42647 -0.69
O 1.57955 -1.63194 0.95955 -0.72
H 1.00077 -3.32102 4.74700 0.37
H 0.01549 -4.36538 3.93261 0.38
H -0.25802 -2.71008 3.84249 0.32
H 1.14631 -4.11631 1.97895 0.36
H 2.36517 -3.25596 2.92180 0.33
F -1.92696 2.65081 1.41761 -0.21
C -0.85238 3.31195 1.84439 0.41
F -0.61356 2.93474 3.09982 -0.26
F -1.10649 4.60993 1.81380 -0.22
C 0.38273 2.97513 0.94458 1.07
O 0.38484 1.61229 0.69415 -0.64
C 1.68811 3.39499 1.68664 0.21
F 2.03222 2.45035 2.57295 -0.27
F 2.70911 3.47746 0.80324 -0.31
F 1.57487 4.55188 2.29570 -0.21
C 0.28523 3.70740 -0.42458 0.44
F -0.95361 3.60285 -0.90924 -0.23
F 0.62266 4.97575 -0.33572 -0.24
F 1.10798 3.09995 -1.30253 -0.23
C -2.04199 -0.33284 -0.02618 -0.69
N -3.25407 -0.70051 -0.69800 0.12
C -3.41290 0.12219 -1.90242 -0.74
N -2.29336 -0.09266 -2.82339 0.14
C -1.06616 0.27818 -2.18991 -0.83
N -0.82342 -0.55094 -0.91621 1.87
C -0.84341 -2.00921 -1.35254 -0.78
N -2.07175 -2.35083 -2.00493 0.10
C -3.19403 -2.10842 -1.09324 -0.72
C -2.24131 -1.50864 -3.19667 -0.70
H -1.90691 -0.93192 0.87519 0.22
H -2.06144 0.72042 0.24071 0.05
H -3.45860 1.17513 -1.62129 0.34
H -4.34238 -0.14772 -2.40059 0.34
H -1.09638 1.32624 -1.89197 0.23
H -0.22441 0.10374 -2.85874 0.22
H -0.71745 -2.61950 -0.45375 0.24
H 0.00355 -2.16524 -2.02211 0.18
H -3.08053 -2.73144 -0.20395 0.32
H -4.12270 -2.38012 -1.59189 0.35
H -3.16887 -1.78229 -3.69598 0.36
H -1.41004 -1.67604 -3.88229 0.36

***

16
Properties=species:S:1:pos:R:3:mulliken_charge:R:1 method="wB97M-V/def2-TZVPD" fmax_ev_per_a=0.4 total_energy_ha=-271.6731 lumo_energy_ha=0.04235 smiles="OC1CC1.C=C" e_above_lowest_kcal_mol=49.9 homo_ev=-9.75
C 2.55602 -0.40007 0.40737 -0.50
C 2.09158 0.36206 1.39401 -0.45
O -0.15971 0.93372 -0.90736 -0.50
C -0.96192 -0.16656 -0.61659 0.14
C -1.59003 -0.28570 0.74478 -0.52
C -2.41486 0.11598 -0.45406 -0.63
H 3.43770 -0.12272 -0.16529 0.25
H 0.68985 0.79532 -0.46240 0.23
H 2.07172 -1.33572 0.13560 0.26
H 1.20823 0.07807 1.96210 0.24
H 2.57285 1.29678 1.67168 0.24
H -0.68274 -1.09516 -1.11954 0.29
H -1.73763 -1.27522 1.16981 0.22
H -1.35804 0.49414 1.46522 0.26
H -3.13798 -0.58823 -0.85453 0.24
H -2.69666 1.16199 -0.52720 0.24

***

74
Properties=species:S:1:pos:R:3:mulliken_charge:R:1 method="wB97M-V/def2-TZVPD" fmax_ev_per_a=0.5 total_charge=-2 total_energy_ha=-4108.5309 lumo_energy_ha=0.13559 e_above_lowest_kcal_mol=12.0 homo_ev=-1.77
K 0.55499 0.23598 -0.33377 0.99
C -2.75624 3.36229 -0.49490 -0.60
C -3.12100 2.71718 -1.82908 -1.00
S -1.90440 1.50338 -2.41068 0.05
C -2.93495 0.07405 -2.81728 -0.44
C -3.81878 -0.48481 -1.70534 -1.22
S -2.87816 -0.90159 -0.20473 0.44
C -3.87832 -0.13503 1.09053 -0.86
C -4.10561 1.37132 0.98396 -0.96
S -2.53068 2.26836 0.93339 0.08
H -3.50330 4.12389 -0.25052 0.50
H -1.78662 3.85453 -0.57512 0.18
H -3.20289 3.51830 -2.56942 0.53
H -4.10088 2.24061 -1.78143 0.34
H -2.16486 -0.65119 -3.10287 0.08
H -3.54636 0.29346 -3.69684 0.52
H -4.30902 -1.38512 -2.08308 0.57
H -4.61028 0.21602 -1.43162 0.39
H -3.29075 -0.34612 1.98853 0.13
H -4.83667 -0.65245 1.19389 0.50
H -4.69252 1.70605 1.84330 0.56
H -4.67827 1.62121 0.09204 0.34
O 5.62745 -2.26002 -3.68490 -0.59
C 4.57693 -1.51885 -3.19497 1.29
C 4.76710 -0.55144 -2.22289 -0.60
C 3.65956 0.14635 -1.76556 0.03
N 2.43056 -0.07774 -2.22911 -0.16
C 2.25661 -1.01260 -3.16498 0.34
C 3.30750 -1.75182 -3.69254 -0.81
C 0.81835 -1.31272 -3.63075 -0.14
O 0.69909 -1.79946 -4.77018 -0.84
O -0.08164 -1.08712 -2.78173 -0.32
C 3.83073 1.20112 -0.66419 -0.03
O 4.90040 1.84452 -0.67038 -0.83
O 2.86800 1.31730 0.13213 -0.48
H 6.40930 -2.01185 -3.18125 0.28
H 5.74299 -0.31813 -1.81262 0.33
H 3.11547 -2.48839 -4.45906 0.48
C 2.35425 4.07950 -0.50549 -1.85
C 1.42301 3.34349 0.41857 0.91
O 0.36542 2.89064 0.01747 -0.55
C 1.76460 3.25873 1.87659 0.89
C 2.84861 3.93616 2.42193 -0.39
C 3.13557 3.82161 3.77400 -0.73
C 2.35200 3.01120 4.58387 -0.39
C 1.27888 2.31806 4.03871 -0.88
C 0.98145 2.44776 2.69281 0.02
H 2.04109 3.88434 -1.52889 0.33
H 3.38158 3.73913 -0.37181 0.42
H 2.29375 5.15439 -0.30372 0.44
H 3.49212 4.52972 1.78641 0.32
H 3.98956 4.34262 4.19032 0.37
H 2.59237 2.90043 5.63487 0.35
H 0.68714 1.65450 4.65643 0.39
H 0.16196 1.89430 2.25326 0.30
C -2.34188 -4.32753 3.91385 -1.46
C -1.89774 -3.30722 2.88594 0.46
O -0.49411 -3.45122 2.70177 -0.26
P 0.18923 -2.45335 1.59377 -0.24
O -0.35797 -1.07552 1.77025 -0.54
Te 2.50195 -2.82249 1.64556 -0.48
O -0.46509 -2.98251 0.21526 0.39
C -0.02618 -4.12941 -0.50224 -0.43
C -0.87066 -4.22991 -1.75487 -1.00
H -3.41785 -4.24844 4.08800 0.38
H -1.81900 -4.16525 4.85746 0.32
H -2.11509 -5.33741 3.56855 0.34
H -2.11881 -2.28990 3.22138 0.03
H -2.41813 -3.46034 1.93415 0.19
H -0.12594 -5.01927 0.13077 0.24
H 1.03182 -4.01576 -0.75024 0.30
H -1.92309 -4.37842 -1.49983 0.28
H -0.53384 -5.07146 -2.36540 0.37
H -0.77381 -3.31064 -2.33540 0.03

***

60
Properties=species:S:1:pos:R:3:mulliken_charge:R:1 method="wB97M-V/def2-TZVPD" fmax_ev_per_a=1.2 total_energy_ha=-1302.0636 lumo_energy_ha=0.01755 smiles="CCN(CCCNC(=O)CCc1nc(-c2ccc(C)cc2)no1)c1cccc(C)c1" e_above_lowest_kcal_mol=22.9 homo_ev=-7.54
C -3.63426 -4.08888 -0.41235 -1.14
H -3.14856 -4.71776 0.33004 0.33
H -4.07032 -4.72740 -1.17634 0.40
H -4.42932 -3.53544 0.08012 0.30
C -2.62119 -3.12864 -1.04075 -0.95
N -2.00316 -2.25653 -0.06957 0.50
C -2.53627 -1.03148 0.26050 1.30
C -3.81493 -0.64875 -0.16909 -0.77
C -4.34252 0.57661 0.18320 -0.89
C -3.63058 1.46224 0.97244 -0.90
C -2.35762 1.11559 1.40303 0.39
C -1.82614 -0.11163 1.04353 -0.10
H -0.83077 -0.33797 1.38990 0.48
C -1.56022 2.04564 2.26827 -1.81
H -0.50704 2.02408 1.99493 0.28
H -1.92243 3.06646 2.17642 0.35
H -1.64456 1.74759 3.31405 0.44
H -4.06128 2.41085 1.25701 0.46
H -5.33411 0.83933 -0.15872 0.39
H -4.41771 -1.31058 -0.76887 0.35
C -0.78908 -2.74037 0.54064 -1.82
H -0.74809 -2.41140 1.58289 0.52
C 0.46367 -2.25839 -0.20515 1.15
C 1.74684 -2.54294 0.56814 -0.93
N 2.86323 -1.89599 -0.07988 0.25
C 4.10752 -2.40095 -0.10671 0.58
O 4.41221 -3.49299 0.32735 -0.68
C 5.12446 -1.46767 -0.77147 -0.90
H 4.71537 -1.08943 -1.70881 0.38
C 5.52788 -0.29659 0.13195 -0.49
C 4.54815 0.81652 0.15422 0.40
N 3.33830 0.84081 -0.31509 -0.37
C 2.89569 2.10465 -0.01163 0.16
N 3.80792 2.80695 0.60766 -0.49
O 4.88665 1.98121 0.71787 -0.18
C 1.56443 2.56767 -0.33500 0.28
C 0.68914 1.74166 -1.03899 -0.30
C -0.58776 2.17280 -1.32916 -0.37
C -1.01819 3.43775 -0.93983 0.85
C -0.13664 4.25897 -0.24447 -0.63
C 1.14047 3.83437 0.06204 -1.07
H 1.82385 4.46603 0.60762 0.47
H -0.45803 5.24349 0.06381 0.36
C -2.39855 3.89699 -1.28492 -1.45
H -2.66149 4.79722 -0.73539 0.34
H -2.46318 4.11460 -2.35122 0.36
H -3.12114 3.11533 -1.05851 0.25
H -1.26660 1.52302 -1.86167 0.38
H 1.02661 0.76822 -1.36042 0.59
H 6.48424 0.11950 -0.19698 0.36
H 5.67161 -0.65103 1.15763 0.31
H 6.01199 -2.06391 -0.98440 0.34
H 2.74225 -0.92322 -0.35012 0.32
H 1.64432 -2.17276 1.59816 0.28
H 1.96385 -3.61278 0.61238 0.33
H 0.51358 -2.73016 -1.18794 0.23
H 0.37676 -1.18078 -0.35764 -0.54
H -0.81383 -3.83316 0.54798 0.44
H -3.10479 -2.52869 -1.81562 0.55
H -1.83062 -3.70789 -1.52707 0.34

***

37
Properties=species:S:1:pos:R:3:mulliken_charge:R:1 method="wB97M-V/def2-TZVPD" fmax_ev_per_a=16.0 total_energy_ha=-1095.6729 lumo_energy_ha=-0.00976 e_above_lowest_kcal_mol=269.8 homo_ev=-8.65
O -1.93955 -1.65358 0.47306 -0.57
C -1.75131 -0.86954 -0.51495 0.52
N -0.59170 -0.15175 -0.92908 0.11
N 0.47689 -0.51811 -0.32176 -0.35
C 1.49734 -0.06860 -0.85600 -0.32
C 2.67434 -0.22594 -0.01999 0.06
C 3.78205 0.32235 -0.30207 -0.20
C 5.16774 0.28259 -0.02209 0.96
C 6.22365 0.94254 -0.58135 -0.99
C 7.59276 0.72176 0.00732 -0.61
C 7.71606 0.16004 1.13941 -0.42
C 6.60315 -0.59724 1.61435 -0.09
C 5.45196 -0.72944 1.10238 -0.64
H 4.63199 -0.97392 1.73016 0.21
H 6.86558 -1.33779 2.45097 0.23
H 8.70215 -0.18936 1.64163 0.24
H 8.41635 1.11894 -0.39963 0.48
H 6.07360 1.49478 -1.26702 0.81
H 3.93419 1.24427 -1.37044 -0.12
H 2.66702 -0.79178 0.86566 0.38
H 1.39733 0.81345 -1.63382 0.18
H -0.89632 0.51724 -1.52580 0.25
C -3.11390 -0.33248 -1.31604 -0.72
N -4.37846 -0.97629 -0.67847 -0.15
C -5.27733 -0.11107 -0.50594 0.11
N -5.22905 1.02932 -0.39888 -0.62
N -6.34380 1.48498 0.17107 0.29
C -7.34310 1.29028 0.85109 0.42
O -8.35821 1.73734 1.47616 -0.64
N -7.26351 -0.29600 1.07155 -0.14
C -6.30395 -0.94214 0.41959 0.61
O -6.33326 -2.28166 0.46567 -0.72
H -8.01048 -0.66662 1.54406 0.18
H -6.35883 2.54444 0.02057 0.26
H -4.27611 -2.04077 -0.49333 0.38
H -3.18768 0.84098 -1.33755 0.34
H -2.91761 -0.79118 -2.57048 0.24

***

7
Properties=species:S:1:pos:R:3:mulliken_charge:R:1 method="wB97M-V/def2-TZVPD" spin_multiplicity=3 fmax_ev_per_a=4.3 total_charge=-2 total_energy_ha=-1542.2914 lumo_energy_ha="0.20120 / 0.19975" s_squared=2.007 e_above_lowest_kcal_mol=0.0 homo_ev="-1.30 / -1.30"
N -0.25167 -0.53908 0.33010 0.10
O 1.64852 0.69213 -0.81662 -0.68
O -0.30314 -0.59569 1.50158 -0.29
O -0.73942 1.24511 -1.50860 -0.65
P 0.20696 0.90009 -0.42984 0.89
Cl 0.11154 2.37234 1.10101 -0.36
Cl -3.11913 -4.09992 1.84431 -1.01

***

59
Properties=species:S:1:pos:R:3:mulliken_charge:R:1 method="wB97M-V/def2-TZVPD" fmax_ev_per_a=2.5 total_charge=+1 total_energy_ha=-1118.5935 lumo_energy_ha=-0.18384 e_above_lowest_kcal_mol=13.4 homo_ev=-9.17
C 0.52338 5.44358 3.28322 -0.67
C 1.39324 4.69508 2.28259 -0.87
C 0.57423 4.06883 1.16069 -0.86
N -0.56394 3.29743 1.64558 0.27
C -1.12588 2.41982 0.78267 0.70
C -0.79706 2.17537 -0.53009 -0.81
C -1.76763 1.27595 -1.19443 -0.60
C -2.57771 0.67187 -0.00557 -0.61
C -2.30536 1.56876 1.21817 -0.75
C -1.37626 3.86096 2.73336 -0.58
C -0.54974 4.51458 3.83599 -0.81
H 1.14402 5.81523 4.10168 0.31
H 0.05402 6.30786 2.79848 0.33
H 2.12961 5.36060 1.82422 0.36
H 1.94312 3.90140 2.80081 0.33
H 0.22916 4.86005 0.46771 0.41
H 1.21962 3.39652 0.58380 0.42
H -0.01826 2.70119 -1.08402 0.44
H -2.45689 1.84900 -1.83962 0.33
H -1.31212 0.51213 -1.83349 0.20
H -3.64619 0.60367 -0.23444 0.38
H -2.21117 -0.33978 0.20749 0.08
H -2.08028 0.97412 2.11674 0.32
H -3.18601 2.18975 1.45237 0.30
H -2.08346 4.61079 2.32448 0.29
H -1.98962 3.06539 3.17567 0.40
H -0.07856 3.72943 4.43944 0.33
H -1.23406 5.06062 4.49350 0.34
C -1.96634 -5.77116 0.45942 -0.87
N -1.14495 -4.77755 -0.20418 0.14
C -1.03965 -4.62885 -1.55035 -1.01
C -0.08762 -3.61263 -1.84182 0.84
C 0.34868 -3.26440 -3.11811 -0.79
C 1.22832 -2.18554 -3.45321 0.76
C 1.08133 -0.89238 -2.88298 -0.33
C 1.99271 0.12020 -3.17764 -0.28
C 3.06158 -0.12541 -4.05258 -0.57
C 3.18732 -1.38037 -4.66774 -0.52
C 2.26460 -2.38576 -4.40599 -0.69
C 0.39581 -3.12990 -0.53749 1.05
C 1.44358 -2.32211 -0.11961 -0.05
C 1.65659 -2.14019 1.25946 -0.87
C 0.92493 -2.86203 2.21131 -0.77
C -0.06652 -3.76844 1.80666 -0.82
C -0.31177 -3.86464 0.44644 0.23
H -1.82661 -5.68139 1.53845 0.26
H -3.02734 -5.62171 0.22049 0.35
H -1.68835 -6.78654 0.14353 0.35
H -1.58638 -5.26338 -2.24063 0.46
H 0.06078 -3.95439 -3.92185 0.44
H 0.24404 -0.71319 -2.20146 0.42
H 1.86795 1.10087 -2.71102 0.47
H 3.78748 0.66076 -4.26197 0.42
H 4.00733 -1.57067 -5.36289 0.38
H 2.34214 -3.36835 -4.88306 0.43
H 2.09023 -1.85867 -0.86403 0.48
H 2.41520 -1.43344 1.58701 0.45
H 1.13046 -2.73133 3.27412 0.41
H -0.63571 -4.37763 2.50472 0.28